Entry 1:
Density functional theory data (ωB97M-V/def2-TZVPD) for a molecular structure, C36H29N13O4S3W.

Last column: Mulliken charge in e.
Atoms and positions in Å:
W: 0.4254 0.2930 -0.3498  0.59
C: -2.8639 1.1716 2.3755  -1.93
C: -1.9103 1.0895 1.2378  1.18
N: -0.8210 0.3447 1.2697  2.25
N: -0.4421 -0.3137 2.4289  -1.57
C: 0.8226 -0.5759 2.3295  0.05
O: 1.5372 -0.1693 1.3043  -0.92
C: 1.5338 -1.3505 3.3662  0.34
C: 0.8913 -1.7094 4.5484  -0.31
C: 1.5867 -2.3993 5.5262  -0.76
C: 2.9192 -2.7394 5.3268  -0.59
C: 3.5554 -2.3931 4.1435  -0.95
C: 2.8665 -1.6951 3.1628  -0.12
C: -2.0315 1.8606 0.0473  0.15
C: -3.0650 2.7842 -0.1989  -0.73
C: -3.0584 3.5217 -1.3531  -0.69
C: -2.0140 3.3451 -2.2821  -0.96
C: -1.0287 2.4373 -2.0112  -0.11
N: -1.0244 1.6974 -0.8775  1.77
H: -2.7543 0.2997 3.0144  0.39
H: -3.8916 1.2206 2.0164  0.56
H: -2.6550 2.0632 2.9692  0.32
H: -0.1456 -1.4406 4.6897  0.48
H: 1.0880 -2.6761 6.4455  0.44
H: 3.4562 -3.2838 6.0920  0.42
H: 4.5894 -2.6670 3.9806  0.50
H: 3.3543 -1.4135 2.2398  0.40
H: -3.8376 2.9192 0.5426  0.51
H: -3.8433 4.2398 -1.5440  0.49
H: -1.9801 3.9026 -3.2053  0.47
H: -0.2183 2.2472 -2.7036  0.36
N: 5.0411 1.6763 5.7915  -0.55
C: 4.0721 2.0728 4.8933  0.90
C: 4.3447 3.0550 3.9358  -0.89
C: 3.3685 3.4594 3.0473  -0.22
C: 2.1049 2.8869 3.1036  -0.78
C: 1.8081 1.9430 4.0803  -0.16
C: 2.7831 1.5370 4.9666  -0.60
S: 0.8823 3.3183 1.9292  1.30
O: 1.1153 4.6553 1.4735  -0.75
O: -0.3986 2.9620 2.4693  -0.62
N: 1.1234 2.2971 0.6397  -0.64
C: 2.1483 2.4780 -0.1898  0.74
N: 3.0969 3.4220 -0.1685  -0.40
C: 3.9304 3.4158 -1.1915  -0.43
C: 3.8763 2.5094 -2.2577  -1.13
C: 2.9290 1.5168 -2.1703  0.18
N: 2.0924 1.4883 -1.1116  -0.19
H: 5.9973 1.8530 5.5335  0.21
H: 4.9007 0.7866 6.2399  0.21
H: 5.3285 3.5042 3.8964  0.35
H: 3.5774 4.2125 2.3023  0.55
H: 0.8085 1.5381 4.1452  0.51
H: 2.5525 0.7917 5.7182  0.30
H: 4.7026 4.1776 -1.1775  0.46
H: 4.5610 2.5599 -3.0885  0.45
H: 2.8393 0.7362 -2.9118  0.19
S: 1.4566 -1.0302 -4.7955  -0.33
C: 0.9082 -0.5603 -3.3818  0.36
N: 0.5090 -0.1836 -2.3316  -0.28
N: -0.8087 -3.0737 0.5956  -0.21
C: 0.4619 -3.0753 0.1564  -0.34
N: 1.1244 -2.0315 -0.2837  1.23
C: 2.4547 -2.3867 -0.5418  -1.43
C: 3.4924 -1.5292 -0.8771  -0.30
C: 4.7587 -2.0402 -1.1017  -1.05
C: 5.0193 -3.4027 -0.9763  -0.62
C: 4.0123 -4.2646 -0.5805  -0.56
C: 2.7494 -3.7401 -0.3534  1.03
S: 1.3508 -4.5687 0.2398  -0.40
H: -1.3846 -2.3136 0.2394  0.30
H: -1.2543 -3.9722 0.6800  0.29
H: 3.3337 -0.4685 -0.9171  0.62
H: 5.5587 -1.3637 -1.3717  0.45
H: 6.0121 -3.7855 -1.1664  0.41
H: 4.2017 -5.3207 -0.4511  0.43
N: -3.1450 -0.2306 -2.1495  -0.38
C: -2.1195 -1.0952 -1.9611  0.90
O: -1.4454 -0.9730 -0.8645  -0.55
C: -1.8753 -2.0766 -2.9287  0.61
C: -0.8584 -3.0419 -2.7931  0.21
N: -0.0163 -3.8239 -2.7017  -0.59
C: -2.7281 -2.1272 -4.0583  -0.51
N: -3.4446 -2.0648 -4.9594  -0.63
H: -3.6761 -0.2409 -3.0034  0.23
H: -3.2728 0.5230 -1.4956  0.09

Properties
Lowest unoccupied orbital energy (spin up / spin down)   -0.656 / -1.374 eV
Largest force on an atom   1.3 eV/A
Orbital gap (spin up / spin down)   6.04 / 6.68 eV
Multiplicity   3
Highest occupied orbital energy (spin up / spin down)   -0.2459 / -0.2960 Ha
Energy   -3663.84623 hartree
Energy above the lowest of the compared OMol25 structures with the same formula, charge and spin   1.070 eV

Entry 2:
Density functional theory data (ωB97M-V/def2-TZVPD) for a molecular structure, C36H29N7O4Sc.

Last column: Mulliken charge in e.
Atoms and positions in Å:
Sc: -0.1527 0.1809 -0.0118  -0.76
O: -1.3747 1.6794 0.5020  -1.01
C: -1.0020 2.2176 1.6954  0.93
C: -1.0055 3.7689 1.8669  0.11
C: -2.1060 4.3368 2.7104  -1.29
C: -2.7840 3.5385 3.5486  -0.40
C: -2.5285 2.1189 3.6957  -0.59
C: -1.5419 1.5254 2.9647  0.28
C: -1.3863 0.0099 3.0396  -0.84
N: -1.0611 -0.7642 1.7968  0.45
C: -1.7421 -1.9975 1.4160  -0.56
C: -2.7713 -1.5893 0.3734  -1.25
N: -2.0576 -0.8939 -0.7033  0.68
C: -2.5852 -0.8636 -1.8609  -0.33
C: -2.0580 -0.1845 -3.0414  1.01
C: -2.7646 -0.3359 -4.2419  -0.66
C: -2.3683 0.2762 -5.4095  -0.87
C: -1.2260 1.0849 -5.3814  -0.38
C: -0.5074 1.2510 -4.2202  -0.83
C: -0.8858 0.6169 -3.0139  0.13
O: -0.1542 0.7637 -1.9502  -0.29
H: -0.9731 4.2114 0.8683  0.49
H: -2.3919 5.3756 2.5861  0.34
H: -3.5872 3.9728 4.1372  0.39
H: -3.0369 1.5606 4.4755  0.31
H: -2.1256 -0.4831 3.6732  0.20
H: -2.1862 -2.5198 2.2692  0.21
H: -1.0206 -2.6602 0.9344  0.25
H: -3.4799 -0.8869 0.8224  0.38
H: -3.3140 -2.4620 0.0020  0.67
H: -3.5320 -1.3909 -2.0227  0.20
H: -3.6513 -0.9622 -4.2368  0.36
H: -2.9307 0.1426 -6.3237  0.39
H: -0.8994 1.5862 -6.2853  0.40
H: 0.3787 1.8730 -4.1920  0.38
C: 2.4086 -2.5626 -2.4032  -1.03
C: 2.9650 -3.4943 -1.6110  -0.54
C: 2.4179 -3.7101 -0.3095  -1.45
C: 1.6328 -2.7169 0.2380  0.18
N: 1.1546 -1.6522 -0.4716  0.32
C: 1.1095 -1.9711 -1.9036  0.48
N: 1.5296 -2.8334 1.6505  -0.42
C: 1.0526 -1.9633 2.4278  0.20
N: 0.3898 -0.7398 2.0893  0.94
C: 0.1433 0.0584 3.3731  1.45
N: 0.3657 1.4648 3.4404  -1.10
C: 0.5148 2.1673 2.1770  1.06
C: 0.4678 3.6930 2.4423  -0.16
C: 1.4684 4.4814 1.6796  -0.97
C: 2.1935 3.9116 0.7170  -0.68
C: 2.0684 2.4746 0.4540  -0.06
N: 1.3910 1.6488 1.1418  -0.20
C: 0.7464 -0.7896 4.4375  -0.40
C: 0.8746 -0.5213 5.7893  -0.38
C: 1.4528 -1.4911 6.5965  -0.66
C: 1.9089 -2.6960 6.0563  -0.60
C: 1.8041 -2.9480 4.6969  -0.38
C: 1.2090 -1.9835 3.8967  -0.38
H: 2.8466 -2.2279 -3.3342  0.62
H: 3.8724 -4.0113 -1.9054  0.41
H: 2.7802 -4.4890 0.3437  0.47
H: 0.9112 -1.0557 -2.4470  0.21
H: 0.5074 3.9163 3.5090  0.51
H: 1.5835 5.5375 1.9074  0.40
H: 2.8936 4.4794 0.1164  0.40
H: 2.6212 2.0615 -0.3896  0.53
H: 0.5374 0.4291 6.1834  0.54
H: 1.5615 -1.3109 7.6593  0.41
H: 2.3628 -3.4329 6.7078  0.40
H: 2.1787 -3.8617 4.2526  0.55
C: 0.3480 -2.5473 -4.5783  -0.64
O: -0.3557 -3.1940 -3.5167  -0.39
C: -0.0740 -2.9295 -2.2139  0.52
O: -0.7788 -3.4411 -1.3854  -0.54
H: -0.2834 -2.6465 -5.4574  0.30
H: 1.3064 -3.0353 -4.7576  0.33
H: 0.5033 -1.4870 -4.3881  0.23

Properties
Lowest unoccupied orbital energy   2.587 eV
Largest force on an atom   2.5 eV/A
Orbital gap   5.88 eV
Charge   -1
Highest occupied orbital energy   -0.1211 Ha
Energy   -2834.25732 hartree
Energy above the lowest of the compared OMol25 structures with the same formula, charge and spin   6.840 eV

Entry 3:
Density functional theory data (ωB97M-V/def2-TZVPD) for a molecular structure, C36H30AlN3O6PS3.

Last column: Mulliken charge in e.
Atoms and positions in Å:
Al: -1.1139 1.1334 -0.3582  0.94
O: -1.1521 4.4160 -2.0494  -0.65
S: -0.5683 3.4532 -1.1862  1.19
O: -0.2897 2.0937 -1.7911  -0.44
O: -1.3611 3.0192 0.0125  -0.58
C: 0.9540 4.0515 -0.5444  0.25
C: 1.2848 5.3705 -0.8103  -0.57
C: 2.4333 5.9004 -0.2382  -0.67
C: 3.2191 5.1142 0.5869  -0.81
C: 2.8777 3.7900 0.8398  -0.23
C: 1.7415 3.2296 0.2774  -0.75
P: 1.3388 1.4598 0.5566  1.76
C: 2.4275 0.5779 -0.6088  0.49
C: 3.1897 1.2234 -1.5754  -0.75
C: 3.9711 0.4866 -2.4583  -0.76
C: 4.0065 -0.8971 -2.3750  -0.78
C: 3.2413 -1.5492 -1.4151  -0.90
C: 2.4456 -0.8172 -0.5501  -0.65
C: 2.0256 1.1397 2.2047  0.28
C: 1.3790 1.7640 3.2731  -0.43
C: 1.8244 1.5695 4.5693  -0.81
C: 2.9178 0.7477 4.8103  -0.58
C: 3.5679 0.1297 3.7521  -0.74
C: 3.1272 0.3241 2.4491  -0.23
H: 0.6434 5.9640 -1.4477  0.59
H: 2.7063 6.9290 -0.4332  0.42
H: 4.1107 5.5295 1.0395  0.45
H: 3.5051 3.1865 1.4846  0.54
H: 3.1843 2.3039 -1.6515  0.38
H: 4.5590 1.0014 -3.2073  0.45
H: 4.6286 -1.4669 -3.0540  0.43
H: 3.2728 -2.6296 -1.3348  0.53
H: 1.8512 -1.3368 0.1943  0.84
H: 0.5194 2.3990 3.0967  0.52
H: 1.3118 2.0544 5.3898  0.45
H: 3.2654 0.5925 5.8238  0.41
H: 4.4280 -0.5014 3.9365  0.45
H: 3.6621 -0.1418 1.6333  0.40
C: -0.8810 -5.0481 -2.1966  -1.07
N: -0.6244 -3.8876 -1.3490  -0.04
N: -0.7098 -2.5996 -1.8242  0.80
C: -0.7242 -1.7552 -0.7614  0.08
O: -0.7079 -0.4996 -0.9556  -0.07
C: -0.7161 -2.5299 0.4106  -0.65
C: -0.6683 -3.8425 -0.0034  0.02
C: -0.6881 -5.0928 0.8072  -1.68
C: -0.5237 -2.2398 -3.1972  -0.10
C: -1.4290 -1.3633 -3.7731  -0.16
C: -1.2356 -0.9646 -5.0869  -0.90
C: -0.1636 -1.4586 -5.8172  -0.51
C: 0.7259 -2.3505 -5.2310  -0.86
C: 0.5554 -2.7366 -3.9106  0.40
H: -1.1837 -4.7081 -3.1814  0.40
H: -1.6874 -5.6376 -1.7669  0.39
H: 0.0130 -5.6606 -2.2923  0.33
H: -0.7588 -2.1559 1.4231  0.68
H: -0.7429 -4.8408 1.8629  0.40
H: 0.2141 -5.6822 0.6360  0.32
H: -1.5484 -5.7170 0.5592  0.38
H: -2.2701 -0.9992 -3.1978  0.52
H: -1.9307 -0.2700 -5.5404  0.44
H: -0.0227 -1.1517 -6.8453  0.44
H: 1.5645 -2.7350 -5.7965  0.42
H: 1.2607 -3.4080 -3.4370  0.47
O: -1.6067 1.5869 3.6044  -0.63
S: -2.1107 0.4165 2.9575  1.09
O: -1.5355 -0.8627 3.2478  -0.68
N: -2.1048 0.6379 1.2970  0.33
C: -3.3305 0.6635 0.7834  0.96
S: -3.4851 0.8990 -0.8774  -0.67
C: -4.4101 0.5496 1.7860  0.32
C: -5.7782 0.6161 1.6055  -0.73
C: -6.5850 0.5045 2.7309  -0.60
C: -6.0290 0.3347 3.9968  -0.61
C: -4.6522 0.2754 4.1796  -0.77
C: -3.8708 0.3825 3.0491  0.21
H: -6.1961 0.7546 0.6161  0.52
H: -7.6607 0.5536 2.6256  0.42
H: -6.6796 0.2539 4.8578  0.42
H: -4.2183 0.1544 5.1634  0.52

Properties
Lowest unoccupied orbital energy   -2.892 eV
Largest force on an atom   0.6 eV/A
Orbital gap   8.27 eV
Charge   +1
Highest occupied orbital energy   -0.4101 Ha
Energy   -3783.92437 hartree
Energy above the lowest of the compared OMol25 structures with the same formula, charge and spin   0.000 eV